No. 1
Molecular formula: C18H8Co2F3NO8S
Method: DFT, wB97M-V/def2-TZVPD

Structure (XYZ):
```
41
C18H8Co2F3NO8S (wB97M-V/def2-TZVPD)
F 4.32 0.23 2.46
C 3.34 -0.54 1.95
F 3.67 -0.92 0.66
F 3.12 -1.66 2.73
S 1.71 0.47 2.05
C 0.72 -0.69 1.13
C -0.74 -0.57 1.62
C -1.51 -1.72 1.74
C -2.87 -1.65 2.03
C -3.47 -0.41 2.27
C -4.89 -0.28 2.44
N -6.07 -0.20 2.58
C -2.69 0.76 2.18
C -1.33 0.65 1.91
O 1.15 0.31 3.38
O 1.96 1.73 1.37
H 1.14 -1.70 1.32
H -1.03 -2.69 1.70
H -3.48 -2.56 2.14
H -3.13 1.73 2.42
H -0.75 1.56 2.00
O -1.13 0.96 -5.19
C -0.15 0.38 -5.00
Co 1.30 -0.56 -4.81
C 0.68 -2.20 -4.67
O 0.29 -3.29 -4.59
C 1.62 -0.41 -6.52
O 1.75 -0.30 -7.66
C 1.61 0.21 -2.81
C 1.69 -0.43 -1.59
C 0.77 -0.65 -0.48
Co 2.79 -1.14 -2.89
C 2.69 -2.72 -2.22
O 2.61 -3.73 -1.68
C 4.53 -0.73 -2.35
O 5.61 -0.52 -2.01
C 3.39 -1.36 -4.65
O 4.19 -1.72 -5.42
H 1.58 1.34 -2.88
H 0.35 -1.71 -0.69
H 0.07 0.23 -0.51
```

Calculated values
Kohn-Sham gap	3.07	eV
LUMO	4.05	eV
max |F|	5.245	eV/A
total charge	-2

No. 2
Molecular formula: C5H26N2O6S
Method: DFT, wB97M-V/def2-TZVPD

Structure (XYZ):
```
40
C5H26N2O6S (wB97M-V/def2-TZVPD)
C 2.50 0.48 1.18
N 1.35 -0.35 0.67
C 0.06 0.13 1.02
C -1.13 -0.60 0.46
C -2.40 -0.19 1.19
S -2.80 -1.44 2.64
N -1.11 -0.39 -0.98
C -2.38 -0.83 -1.64
H 3.24 -0.26 1.53
H 3.12 0.99 0.49
H 2.19 1.28 1.81
H 1.51 -0.48 -0.42
H -0.01 -0.28 2.22
H 0.01 1.28 0.93
H -0.88 -1.60 0.63
H -3.25 -0.10 0.45
H -2.35 0.79 1.46
H -1.85 -1.11 3.59
H -0.76 0.53 -1.32
H -2.20 -1.73 -2.27
H -2.80 0.08 -2.07
H -3.15 -1.30 -0.89
O 1.25 -2.28 -2.82
H 1.18 -1.86 -2.02
H 0.23 -2.26 -3.08
O 2.28 -2.78 0.05
H 1.66 -3.47 0.00
H 1.80 -1.95 0.09
O -1.40 3.78 -0.30
H -0.58 4.35 -0.35
H -1.30 3.55 0.63
O -0.12 1.72 -2.55
H 0.02 1.97 -3.45
H -0.39 2.47 -1.95
O 2.98 -0.25 -1.50
H 3.87 -0.37 -1.56
H 2.64 -0.86 -2.31
O -0.24 1.15 3.79
H -0.94 1.65 3.48
H 0.18 0.57 3.16
```

Calculated values
Kohn-Sham gap	8.66	eV
SMILES	CNC[C@@H](CS)NC.O.O.O.O.O.O
LUMO	-0.06	eV
max |F|	5.397	eV/A
total charge	0